{
  "formula": "C53H63N4O4PS3Ti",
  "method": "ωB97M-V/def2-TZVPD",
  "homo_energy_ev": [-9.7, -10.3],
  "homo_lumo_gap_ha": [0.2913, 0.3114],
  "relative_energy_ev": 0.713,
  "e_lumo_ev": [-1.7893, -1.7891],
  "total_energy_ev": -135043.9487,
  "spin_multiplicity": 2,
  "charge": 1,
  "symbols": ["Ti", "C", "C", "N", "C", "C", "S", "C", "C", "N", "H", "H", "H", "H", "H", "H", "H", "H", "H", "H", "H", "H", "H", "H", "C", "C", "C", "O", "C", "C", "O", "C", "O", "C", "C", "C", "C", "C", "C", "C", "C", "C", "C", "C", "C", "C", "O", "C", "C", "C", "C", "C", "C", "C", "C", "C", "C", "C", "C", "H", "H", "H", "H", "H", "H", "H", "H", "H", "H", "H", "H", "H", "H", "H", "H", "H", "H", "H", "H", "H", "H", "H", "H", "H", "H", "H", "H", "S", "P", "S", "C", "C", "C", "C", "C", "C", "C", "C", "C", "C", "C", "C", "H", "H", "H", "H", "H", "H", "H", "H", "H", "H", "N", "C", "C", "N", "C", "C", "H", "H", "H", "H", "H", "H", "H", "H", "H", "H", "H"],
  "xyz": [[1.161, 0.562, 0.541], [3.047, -1.290, 2.086], [2.036, -2.081, 1.226], [1.918, -1.438, -0.102], [3.045, -1.719, -1.002], [3.290, -0.586, -1.998], [2.959, 1.072, -1.350], [4.307, 1.432, -0.198], [4.413, 0.516, 1.020], [3.120, 0.134, 1.642], [2.752, -1.334, 3.135], [4.039, -1.733, 2.010], [2.330, -3.129, 1.141], [1.052, -2.058, 1.693], [1.072, -1.795, -0.563], [3.937, -1.876, -0.396], [2.851, -2.648, -1.544], [4.306, -0.619, -2.393], [2.606, -0.679, -2.843], [5.251, 1.420, -0.744], [4.108, 2.465, 0.095], [4.927, -0.396, 0.725], [5.048, 1.001, 1.763], [2.937, 0.742, 2.436], [-3.902, 3.887, 3.028], [-3.344, 3.097, 1.867], [-4.297, 3.008, 0.698], [-2.112, 3.693, 1.463], [-1.142, 2.673, 1.325], [-1.604, 1.652, 2.401], [-3.013, 1.774, 2.268], [-1.206, 0.123, 2.265], [-0.408, -0.052, 1.099], [-0.323, -0.323, 3.448], [0.688, 0.512, 3.932], [1.549, 0.098, 4.938], [1.424, -1.177, 5.476], [0.437, -2.023, 4.992], [-0.428, -1.601, 3.988], [-2.445, -0.757, 2.165], [-3.357, -0.804, 3.219], [-4.478, -1.610, 3.145], [-4.708, -2.386, 2.012], [-3.801, -2.353, 0.968], [-2.670, -1.542, 1.048], [0.279, 3.316, 1.313], [1.164, 2.293, 0.887], [0.290, 4.439, 0.265], [0.859, 4.223, -0.985], [0.865, 5.226, -1.950], [0.298, 6.460, -1.675], [-0.265, 6.685, -0.424], [-0.266, 5.687, 0.537], [0.776, 3.849, 2.653], [-0.076, 4.356, 3.628], [0.428, 4.807, 4.844], [1.791, 4.773, 5.096], [2.653, 4.298, 4.114], [2.148, 3.843, 2.905], [-3.992, 4.940, 2.758], [-3.247, 3.795, 3.895], [-4.887, 3.506, 3.298], [-4.604, 4.007, 0.385], [-5.178, 2.432, 0.978], [-3.805, 2.508, -0.138], [-1.230, 2.193, 0.346], [-1.300, 2.003, 3.385], [0.808, 1.513, 3.544], [2.304, 0.781, 5.309], [2.085, -1.503, 6.270], [0.327, -3.018, 5.404], [-1.191, -2.279, 3.626], [-3.190, -0.201, 4.105], [-5.176, -1.635, 3.972], [-5.587, -3.016, 1.954], [-3.960, -2.961, 0.085], [-1.959, -1.544, 0.239], [1.306, 3.266, -1.207], [1.328, 5.043, -2.913], [0.305, 7.245, -2.420], [-0.702, 7.648, -0.193], [-0.703, 5.885, 1.507], [-1.139, 4.404, 3.441], [-0.252, 5.191, 5.593], [2.180, 5.123, 6.043], [3.722, 4.292, 4.288], [2.823, 3.483, 2.139], [-0.449, -2.383, -5.155], [-0.009, -3.543, -3.573], [0.026, -2.667, -1.772], [-1.168, -4.939, -3.548], [-1.439, -5.594, -4.750], [-2.312, -6.669, -4.777], [-2.926, -7.095, -3.604], [-2.659, -6.447, -2.408], [-1.780, -5.369, -2.377], [1.602, -4.333, -3.877], [2.402, -3.965, -4.951], [3.670, -4.521, -5.102], [4.138, -5.443, -4.180], [3.336, -5.822, -3.107], [2.075, -5.270, -2.955], [-0.969, -5.255, -5.666], [-2.517, -7.174, -5.712], [-3.612, -7.932, -3.627], [-3.132, -6.781, -1.493], [-1.564, -4.859, -1.446], [2.028, -3.245, -5.668], [4.285, -4.238, -5.947], [5.124, -5.875, -4.299], [3.697, -6.551, -2.393], [1.451, -5.565, -2.119], [-1.861, 0.150, -4.220], [-0.744, 1.118, -4.402], [0.108, 1.048, -3.154], [-0.625, 1.386, -1.941], [-1.796, 0.523, -1.785], [-2.691, 0.427, -3.007], [-1.384, -0.800, -4.246], [-2.454, 0.151, -5.050], [-1.159, 2.114, -4.567], [-0.182, 0.806, -5.282], [0.971, 1.705, -3.265], [0.463, 0.015, -3.054], [-0.886, 2.369, -1.960], [-2.390, 0.840, -0.929], [-1.432, -0.481, -1.574], [-3.241, 1.351, -3.198], [-3.400, -0.391, -2.888]],
  "mulliken_charge": [0.4699, -0.7670, 0.1914, 1.0587, -0.8193, -0.7281, -0.0590, -0.8318, -1.0946, -0.4357, 0.2463, 0.5226, 0.8373, -0.5401, -1.4174, 0.4642, 0.2491, 0.7049, 0.1361, 0.7507, 0.3150, 0.3777, 0.4943, 0.1502, -1.7955, 0.9776, -1.3543, -0.2116, 0.3578, 0.1976, -0.2124, 1.7955, 0.9504, -0.1536, -0.3433, -0.6609, -0.7834, -0.9792, -0.1708, -0.4147, 0.3833, -1.0820, -0.7736, -1.2799, 0.0383, 2.1171, 0.4844, -0.0490, -0.2092, -1.2337, -0.6860, -1.1147, -0.1197, -0.2133, 0.3263, -1.3138, -0.7068, -0.9878, -0.0804, 0.3498, 0.3697, 0.4417, 0.4087, 0.3832, 0.0445, -1.4477, 0.5541, -0.1183, 0.4584, 0.4182, 0.4387, 0.5408, 0.5263, 0.4518, 0.4222, 0.5645, 0.4249, 0.4100, 0.4903, 0.4152, 0.4643, 0.4090, 0.5049, 0.4897, 0.4280, 0.4687, 0.5003, -0.6060, 1.4999, -0.3026, 0.2651, -0.5423, -0.6850, -0.4662, -0.6561, -0.0721, 0.1901, -0.3467, -0.7112, -0.4723, -0.6752, -0.3731, 0.3445, 0.3957, 0.3865, 0.4188, 0.3684, 0.3829, 0.4219, 0.4057, 0.4120, 0.4383, 0.3719, -1.1200, -0.1779, -0.0331, 1.8590, -1.2554, -0.5778, 0.3537, 0.4318, 0.4552, 0.5918, -0.2044, 0.3763, -0.6344, -1.0988, 0.3940, 0.4613]
}